# C38H69FN4O8PS

3 unconnected molecules or ions with the total composition C38H69FN4O8PS in a non-equilibrium geometry (ωB97M-V with the def2-TZVPD basis set, the Open Molecules 2025 dataset).

Output
Energy in eV: -85680.1999
HOMO-LUMO gap (alpha / beta) in hartree: 0.246 / 0.267
Multiplicity: 3
Net charge: +1
Lowest unoccupied orbital energy (alpha / beta) in eV: -3.6 / -3.6

Each line ends with the Löwdin spin population.
Element x y z (Å)
C -3.67398 7.35954 -3.16814  0.00
C -2.14674 7.34370 -2.48619  0.00
O -2.07173 6.12815 -1.66100  0.00
C -1.13396 6.26554 -0.53809  0.00
C -1.67706 5.54714 0.87232  0.00
C -2.35280 4.07302 0.63219  0.00
C -1.42841 2.98263 1.50266  0.00
C -0.11460 2.68509 0.57528  0.00
C 0.02420 1.53784 -0.56680  0.00
C 1.40066 1.38020 -1.37367  0.00
N 2.67983 2.13686 -1.32821  0.00
C 2.51070 3.16752 -0.27031  0.00
C 1.27895 3.52515 0.69742  0.00
C -2.25028 1.67694 2.02993  0.00
C -1.34406 0.32809 2.30436  0.00
C -1.64975 -0.34422 3.80575  0.00
C -3.23984 -0.56480 4.11753  0.00
C -3.89745 -1.86842 3.33009  0.00
O -5.35987 -1.89235 3.66589  0.00
C -6.16699 -1.46805 2.51109  0.00
O -7.32548 -0.75842 2.59635  0.00
N -3.44100 1.25730 1.21183  0.00
C -4.39822 2.39777 0.82074  0.00
P -4.86151 1.99447 -0.97608  0.00
C -5.97620 3.31687 -1.81423  0.00
O -3.38392 2.05115 -1.96715  0.00
C -3.87734 3.88554 1.18216  0.00
S -5.05541 5.30432 0.86194  0.00
O -4.86701 6.04306 -0.47786  0.00
O -4.89593 6.40929 1.98159  0.00
F -6.68241 4.71243 1.11884  0.00
H -4.41889 8.03608 -2.52612  0.00
H -4.13951 6.26885 -3.21186  0.00
H -3.67791 7.76548 -4.26723  0.00
H -2.05777 8.35186 -1.89940  0.00
H -1.40766 7.25871 -3.39082  0.00
H -0.13094 5.70349 -0.85025  0.00
H -0.83167 7.38368 -0.36153  0.00
H -2.37324 6.34290 1.36856  0.00
H -0.70199 5.49982 1.56064  0.00
H -2.17011 3.79981 -0.48903  0.00
H -1.04744 3.55928 2.47547  0.00
H -0.88941 0.82847 -0.78577  0.00
H 1.40538 0.48659 -2.16964  0.00
H 3.46931 3.86695 -0.12615  0.00
H 1.37224 4.38528 1.49402  0.00
H -2.68192 1.98090 3.10184  0.00
H -1.64604 -0.44738 1.45601  0.00
H -0.18764 0.49517 2.27272  0.00
H -1.06362 0.25875 4.64749  0.00
H -1.14870 -1.42596 3.75024  0.00
H -3.40036 -0.74633 5.27637  0.00
H -3.92894 0.35323 3.84353  0.00
H -3.69915 -1.86243 2.17191  0.00
H -3.46695 -2.87214 3.78729  0.00
H -5.86121 -1.78617 1.40663  0.00
H -4.02618 0.50594 1.67284  0.00
H -3.05268 0.80556 0.33323  0.00
H -5.37407 2.19599 1.47988  0.00
H -6.90458 3.64162 -1.18076  0.00
H -6.43174 2.76530 -2.77382  0.00
H -5.33718 4.19943 -2.24836  0.00
H -3.10246 1.10918 -2.15623  0.00
H -3.78353 3.92067 2.37724  0.00
C 7.96529 2.86216 -4.55900  0.00
C 8.14999 1.35429 -4.23619  0.02
C 7.96531 0.53151 -5.53614  0.01
C 6.51199 0.47393 -5.99499  0.00
C 5.60853 -0.04268 -4.88196  0.01
C 5.77509 0.70315 -3.52994  0.02
N 7.20944 0.92473 -3.14457  0.30
O 7.69653 -0.28875 -2.62393  0.62
C 5.04163 2.06923 -3.57348  0.00
C 4.96487 -0.09730 -2.45258  0.00
C 9.64963 1.26947 -3.79535  0.00
H 8.80249 3.23966 -5.16057  0.00
H 7.07885 3.08097 -5.15207  0.00
H 7.92886 3.46470 -3.64415  0.00
H 8.32735 -0.49397 -5.38827  0.00
H 8.57736 0.95369 -6.34337  0.00
H 6.17217 1.45784 -6.33369  0.00
H 6.43124 -0.19103 -6.86458  0.00
H 4.56528 0.01527 -5.21746  0.00
H 5.82332 -1.11079 -4.74163  0.00
H 5.23837 2.64937 -2.66434  0.00
H 3.95271 1.93084 -3.63686  0.00
H 5.30061 2.68242 -4.43458  0.00
H 5.28022 -1.14444 -2.37982  0.00
H 3.89628 -0.11966 -2.70002  0.00
H 5.06247 0.36015 -1.46068  0.00
H 9.82253 1.84435 -2.87715  0.00
H 10.30899 1.67863 -4.56814  0.00
H 9.98633 0.24114 -3.62495  0.00
C -2.19272 -8.13461 4.57587  0.00
C -2.34260 -7.21542 3.33305  0.02
C -2.36880 -8.09138 2.05518  0.01
C -1.00384 -8.68264 1.71860  0.00
C 0.05386 -7.59040 1.61725  0.01
C 0.10509 -6.63899 2.84370  0.02
N -1.25056 -6.18237 3.30048  0.33
O -1.66558 -5.15994 2.42684  0.59
C 0.83846 -7.32319 4.02695  0.00
C 1.06200 -5.45322 2.47473  0.00
C -3.75769 -6.57740 3.53529  0.00
H -3.10803 -8.71658 4.74566  0.00
H -1.40539 -8.88053 4.48050  0.00
H -2.00959 -7.55020 5.48486  0.00
H -2.71534 -7.49902 1.19870  0.00
H -3.09269 -8.90837 2.16917  0.00
H -0.70900 -9.42845 2.46365  0.00
H -1.06494 -9.21708 0.76177  0.00
H 1.03385 -8.05996 1.46427  0.00
H -0.14882 -7.00794 0.70821  0.00
H 0.79007 -6.70324 4.92979  0.00
H 1.90314 -7.47391 3.79747  0.00
H 0.45731 -8.31331 4.26975  0.00
H 0.74983 -4.92670 1.56557  0.00
H 2.07965 -5.81435 2.28086  0.00
H 1.12290 -4.72281 3.29047  0.00
H -3.78120 -5.95039 4.43517  0.00
H -4.52319 -7.35151 3.65423  0.00
H -4.07577 -5.96692 2.68324  0.00

***

# C38H70F24KN4O31S8

A molecular structure, C38H70F24KN4O31S8 in a non-equilibrium geometry (ωB97M-V with the def2-TZVPD basis set, the Open Molecules 2025 dataset).

Output
Energy in eV: -278179.5357
HOMO-LUMO gap (alpha / beta) in hartree: 0.258 / 0.117
Multiplicity: 2
Net charge: -2
Lowest unoccupied orbital energy (alpha / beta) in eV: 2.0 / -1.9

Each line ends with the Löwdin spin population.
Element x y z (Å)
K -0.84191 -4.96554 -4.17066  0.00
C -3.07337 1.01426 5.36887  0.00
F -2.58704 0.18714 6.24498  0.00
F -2.67414 2.32464 5.48943  0.00
F -2.78686 0.44533 4.20754  0.00
S -4.91980 0.96090 5.58962  0.00
O -5.46984 1.89653 4.57716  0.00
O -5.11172 -0.48091 5.38723  0.00
N -5.01925 1.51716 7.21744  0.00
S -6.53140 1.15602 7.48203  0.00
O -7.56110 2.16230 7.05659  0.00
O -6.96935 -0.16607 7.14576  0.00
C -6.62112 1.18257 9.47675  0.00
F -5.88241 0.16218 9.99447  0.00
F -6.28952 2.35136 9.95104  0.00
F -7.84232 1.02010 9.89933  0.00
C -3.90076 1.65595 -4.88934  0.00
F -3.72126 2.93443 -4.57476  0.00
F -3.52329 1.49917 -6.09392  0.00
F -3.20657 0.86564 -4.12351  0.00
S -5.79995 1.17240 -4.62691  0.00
O -6.41678 2.46522 -4.96946  0.02
O -6.05715 0.12781 -5.66600  0.07
N -5.88526 0.54936 -2.99932  0.54
S -7.11517 1.22739 -2.34857  -0.02
O -6.61160 2.41572 -1.58726  0.26
O -8.32712 1.37682 -3.20605  0.12
C -7.67532 -0.29206 -1.21652  0.00
F -6.64043 -0.89498 -0.62678  0.00
F -8.48943 0.08050 -0.21797  0.00
F -8.43144 -1.10728 -1.88509  0.00
C 0.16438 -0.83355 -2.89697  0.00
F 0.50338 0.31289 -2.29564  0.00
F -0.98587 -0.58106 -3.53713  0.00
F 1.12454 -1.29095 -3.62689  0.00
S -0.32667 -2.14267 -1.49526  0.00
O -0.55804 -3.31652 -2.28210  0.00
O 0.89881 -2.05982 -0.69569  0.00
N -1.74672 -1.59103 -0.77485  0.00
S -1.57736 -1.95864 0.71302  0.00
O -1.60703 -3.38376 0.93314  0.00
O -0.53904 -1.14664 1.33939  0.00
C -3.25592 -1.45506 1.48882  0.00
F -4.23959 -1.91555 0.66015  0.00
F -3.44712 -2.06005 2.64687  0.00
F -3.36910 -0.13542 1.59261  0.00
C -4.18419 -5.54916 -1.99510  0.00
F -4.06987 -4.44771 -1.23421  0.00
F -3.11457 -6.35906 -2.12896  0.00
F -5.12707 -6.36252 -1.47232  0.00
S -4.76098 -4.94931 -3.85856  0.00
O -5.09137 -6.19048 -4.56998  0.00
O -5.79995 -3.95072 -3.53478  0.00
N -3.33789 -4.07896 -4.50328  0.00
S -3.60781 -4.11613 -6.03739  0.00
O -2.89393 -5.24256 -6.63675  0.00
O -4.98419 -3.79210 -6.46462  0.00
C -2.60062 -2.52875 -6.57276  0.00
F -2.30062 -2.66615 -7.80856  0.00
F -3.32893 -1.42001 -6.27500  0.00
F -1.54688 -2.41124 -5.82750  0.00
C -1.26283 -9.75973 5.95426  0.00
O -1.14950 -8.55126 6.77220  0.00
C -2.10636 -7.57786 6.51923  0.00
C -1.93595 -6.79023 5.23673  0.00
O -0.62844 -6.28002 4.94888  0.00
C -0.70475 -5.49163 3.77790  0.00
C -0.51667 -6.29693 2.39024  0.00
O -1.70677 -6.99801 2.08256  0.00
C -2.69917 -6.25801 1.37803  0.00
H -0.70274 -9.61210 5.03089  0.00
H -2.33419 -9.96020 5.96469  0.00
H -0.75635 -10.62918 6.37335  0.00
H -2.04996 -6.85277 7.33112  0.00
H -3.06040 -8.06002 6.73241  0.00
H -2.72689 -6.04137 5.19500  0.00
H -2.41857 -7.38729 4.46297  0.00
H 0.08065 -4.74706 3.90773  0.00
H -1.58706 -4.85357 3.82800  0.00
H 0.24243 -7.07748 2.33915  0.00
H -0.10969 -5.71843 1.56090  0.00
H -3.25660 -5.59374 2.03843  0.00
H -3.32788 -7.10831 1.11380  0.00
H -2.32608 -5.79476 0.46463  0.00
C 3.08500 8.36471 0.78764  0.00
O 2.13180 7.30075 0.64857  0.00
C 1.18477 7.31264 -0.37503  0.00
C -0.17743 6.99659 0.27434  0.00
O -0.17704 5.64463 0.71393  0.00
C -1.36501 5.19071 1.22594  0.00
C -1.74435 3.74473 0.79747  0.00
O -2.27639 3.67903 -0.53678  0.00
C -2.33186 2.40295 -1.06067  0.00
H 2.81711 9.41677 0.69022  0.00
H 4.00316 8.24105 0.21337  0.00
H 3.46810 8.42740 1.80617  0.00
H 1.51892 6.63615 -1.16168  0.00
H 1.03353 8.30944 -0.78929  0.00
H -1.04744 7.28099 -0.31753  0.00
H -0.23983 7.37358 1.29517  0.00
H -2.24102 5.82974 1.11484  0.00
H -1.06378 5.16079 2.27306  0.00
H -2.28251 3.24495 1.60289  0.00
H -0.82405 3.16118 0.82258  0.00
H -3.12146 2.55771 -1.79598  0.00
H -2.57393 1.60125 -0.36298  0.00
H -1.43426 2.05512 -1.57197  0.00
C 5.79378 7.27019 3.23192  0.00
O 5.61411 6.09897 2.53881  0.00
C 6.34142 6.08386 1.25215  0.00
C 6.26972 4.72536 0.64990  0.00
O 5.05249 4.58441 -0.00993  0.00
C 5.07719 3.59138 -0.98878  0.00
C 3.79793 3.76206 -1.76165  0.00
O 2.68386 3.79368 -0.80451  0.00
C 1.48625 3.72424 -1.43486  0.00
H 6.13757 8.02897 2.52897  0.00
H 6.44195 7.18538 4.10415  0.00
H 4.78117 7.59774 3.46737  0.00
H 7.39325 6.28963 1.45069  0.00
H 5.90384 6.68723 0.45680  0.00
H 6.50639 3.95072 1.37930  0.00
H 7.15381 4.79142 0.01577  0.00
H 5.21892 2.57446 -0.62286  0.00
H 5.85106 3.83830 -1.71559  0.00
H 3.67702 2.90456 -2.42360  0.00
H 3.78215 4.68602 -2.33969  0.00
H 1.40886 2.88351 -2.12427  0.00
H 1.31675 4.62091 -2.03097  0.00
H 0.59817 3.69100 -0.80373  0.00
C 1.62668 7.69181 4.17720  0.00
O 2.28722 6.51511 4.23046  0.00
C 1.58005 5.43310 4.85219  0.00
C 2.30038 4.09907 5.07350  0.00
O 2.20978 3.38128 3.85153  0.00
C 2.19461 1.96181 4.05691  0.00
C 1.41139 1.45024 2.79733  0.00
O 2.05819 1.78762 1.49640  0.00
C 1.60618 1.08738 0.34265  0.00
H 2.25792 8.56953 4.03850  0.00
H 1.08639 7.90607 5.09931  0.00
H 0.91595 7.72081 3.35129  0.00
H 0.71715 5.22392 4.21993  0.00
H 1.41246 5.81443 5.85946  0.00
H 1.86420 3.63752 5.95940  0.00
H 3.37034 4.29978 5.12817  0.00
H 1.63792 1.57231 4.90925  0.00
H 3.22014 1.62247 4.20269  0.00
H 0.46567 1.99218 2.79428  0.00
H 1.34364 0.36704 2.89822  0.00
H 1.55261 -0.00027 0.39020  0.00
H 2.29697 1.31183 -0.47009  0.00
H 0.57640 1.34567 0.09580  0.00
C 8.23199 -4.55114 -10.03849  0.00
O 7.26709 -4.69059 -8.96668  0.00
C 7.57249 -5.78872 -8.21720  0.00
C 6.76233 -5.87378 -6.93121  0.00
O 6.39220 -4.59581 -6.48358  0.00
C 5.64102 -4.67284 -5.30854  0.00
C 5.19349 -3.22374 -4.68631  0.00
O 4.54240 -2.31479 -5.59871  0.00
C 3.26667 -2.68102 -5.90583  0.00
H 8.26229 -5.41309 -10.70499  0.00
H 9.27100 -4.42829 -9.73276  0.00
H 7.96166 -3.66561 -10.61369  0.00
H 8.62957 -5.69410 -7.96872  0.00
H 7.55306 -6.65795 -8.87460  0.00
H 7.31395 -6.46009 -6.19632  0.00
H 5.99285 -6.60068 -7.19126  0.00
H 6.26426 -5.15139 -4.55312  0.00
H 4.72251 -5.22816 -5.49842  0.00
H 6.12786 -2.69661 -4.49349  0.00
H 4.65183 -3.32115 -3.74545  0.00
H 2.65052 -3.17240 -5.15284  0.00
H 3.17340 -3.20069 -6.85943  0.00
H 2.67046 -1.78576 -6.08231  0.00

***

# C38H72BN3O6S

4 unconnected molecules or ions with the total composition C38H72BN3O6S in a non-equilibrium geometry (ωB97M-V with the def2-TZVPD basis set, the Open Molecules 2025 dataset).

Output
Energy in eV: -68832.3229
HOMO-LUMO gap (alpha / beta) in hartree: 0.236 / 0.275
Multiplicity: 4
Net charge: +1
Lowest unoccupied orbital energy (alpha / beta) in eV: -3.0 / -3.0

Each line ends with the Löwdin spin population.
Element x y z (Å)
C -4.20337 -5.51913 -4.31199  0.00
O -3.54582 -6.37194 -3.34077  0.00
B -2.44630 -7.04357 -3.64883  0.00
O -2.06045 -7.50321 -4.85303  0.00
S -1.41186 -7.50981 -2.08144  0.00
C -1.76868 -6.25700 -0.82627  0.00
C -0.42675 -5.75705 -0.26416  0.00
C -0.64039 -4.94648 1.00736  0.00
O 0.32939 -5.12648 -1.27236  0.00
C -0.11363 -3.82335 -1.68242  0.00
C 0.65072 -2.72174 -0.99436  0.00
C 2.01732 -2.84636 -0.76828  0.00
C 2.69800 -1.83634 -0.11276  0.00
C 2.01961 -0.70841 0.32211  0.00
C 0.66346 -0.57060 0.08397  0.00
C -0.01681 -1.58336 -0.57197  0.00
H -4.23540 -4.51564 -3.89043  0.00
H -5.21876 -5.88413 -4.45411  0.00
H -3.65999 -5.51201 -5.25484  0.00
H -1.11323 -7.62511 -4.98478  0.00
H -0.15513 -7.14977 -2.40259  0.00
H -2.38004 -5.47231 -1.26682  0.00
H -2.33300 -6.75875 -0.03862  0.00
H 0.15782 -6.64387 0.01312  0.00
H 0.32810 -4.69079 1.43605  0.00
H -1.17624 -4.01311 0.81889  0.00
H -1.22687 -5.52429 1.72601  0.00
H -1.18622 -3.69368 -1.50536  0.00
H 0.06757 -3.78422 -2.76181  0.00
H 2.53742 -3.73539 -1.10723  0.00
H 3.76056 -1.94312 0.06583  0.00
H 2.57022 0.06615 0.84583  0.00
H 0.14322 0.32630 0.40281  0.00
H -1.08466 -1.50241 -0.75648  0.00
C -4.36339 2.79579 -0.28135  0.00
C -3.77555 1.38310 -0.15496  0.03
C -4.77340 0.34525 -0.67171  0.02
C -5.95169 0.12461 0.27593  0.00
C -5.45492 -0.24396 1.67431  0.02
C -4.46581 0.76874 2.25661  0.03
N -3.38984 1.06036 1.25492  0.39
O -2.46935 0.15682 1.28212  0.51
C -5.20107 2.05347 2.67672  0.00
C -3.81982 0.21069 3.51952  0.00
C -2.50565 1.38020 -0.99165  0.00
H -4.57961 2.99677 -1.33097  0.00
H -5.28869 2.94285 0.26478  0.00
H -3.64408 3.53919 0.06447  0.00
H -4.25212 -0.60905 -0.81175  0.00
H -5.12348 0.65912 -1.65746  0.00
H -6.58403 1.01482 0.31066  0.00
H -6.58283 -0.67917 -0.10770  0.00
H -6.29459 -0.34095 2.36577  0.00
H -4.96967 -1.22488 1.62658  0.00
H -4.49825 2.87525 2.81780  0.00
H -5.70746 1.88126 3.62576  0.00
H -5.96794 2.36741 1.97322  0.00
H -3.34458 -0.75161 3.34519  0.00
H -4.59382 0.07648 4.27515  0.00
H -3.07080 0.90007 3.91220  0.00
H -1.76495 2.06175 -0.57122  0.00
H -2.72624 1.70194 -2.01059  0.00
H -2.06941 0.38677 -1.03567  0.00
C 2.67894 0.64747 -5.32214  0.00
C 2.80519 1.16289 -3.88143  0.03
C 2.68871 2.68882 -3.84742  0.02
C 3.92632 3.39957 -4.39046  0.00
C 5.18024 2.92935 -3.65503  0.02
C 5.36557 1.40980 -3.68112  0.03
N 4.09629 0.73040 -3.25477  0.38
O 3.99837 0.66678 -1.97299  0.52
C 5.80745 0.95498 -5.08304  0.00
C 6.47817 1.00346 -2.72231  0.00
C 1.65656 0.53855 -3.10325  0.00
H 1.70924 0.94782 -5.72076  0.00
H 3.43042 1.03255 -6.00178  0.00
H 2.73108 -0.44252 -5.34156  0.00
H 2.52726 3.00645 -2.81223  0.00
H 1.79862 2.98398 -4.40746  0.00
H 4.02224 3.23205 -5.46644  0.00
H 3.81278 4.47696 -4.26162  0.00
H 6.07100 3.39193 -4.08560  0.00
H 5.12356 3.26214 -2.61391  0.00
H 5.66937 -0.11994 -5.20573  0.00
H 6.86735 1.17278 -5.21068  0.00
H 5.29183 1.46654 -5.89116  0.00
H 6.29958 1.36565 -1.71353  0.00
H 7.41574 1.43233 -3.07623  0.00
H 6.58614 -0.08125 -2.68483  0.00
H 1.76688 -0.54587 -3.03720  0.00
H 0.71472 0.75774 -3.61071  0.00
H 1.59081 0.93079 -2.09264  0.00
C 2.78559 3.47946 5.52812  0.00
C 1.31326 3.10803 5.75351  0.03
C 1.18140 1.62720 6.12125  0.02
C 1.41413 0.68629 4.94050  0.00
C 0.48646 1.04244 3.78037  0.02
C 0.59534 2.50810 3.35092  0.03
N 0.48040 3.40842 4.54407  0.38
O -0.74999 3.61642 4.85895  0.53
C 1.91401 2.73528 2.58968  0.00
C -0.52756 2.84485 2.38174  0.00
C 0.83123 3.97270 6.91146  0.00
H 3.34342 3.28363 6.44418  0.00
H 3.27254 2.91825 4.73822  0.00
H 2.87865 4.54133 5.29712  0.00
H 0.17668 1.45106 6.51832  0.00
H 1.88053 1.40667 6.93063  0.00
H 2.46066 0.72149 4.62543  0.00
H 1.22654 -0.34292 5.25239  0.00
H 0.69407 0.41065 2.91226  0.00
H -0.54678 0.83540 4.07694  0.00
H 2.14792 3.79827 2.52252  0.00
H 1.81020 2.35074 1.57380  0.00
H 2.76498 2.21960 3.02698  0.00
H -1.50527 2.61944 2.79876  0.00
H -0.40825 2.23933 1.48182  0.00
H -0.50683 3.89760 2.09502  0.00
H 0.83809 5.02852 6.64083  0.00
H 1.50550 3.82881 7.75665  0.00
H -0.17414 3.70862 7.22859  0.00

***

Number 3 is which compound?
C38H72BN3O6S

***

What is the multiplicity in the third record?
4

***

What is the net charge in the third record?
+1